No. 1
Formula: C21H56F6N12O25S6
Source: the Open Molecules 2025 dataset
Level of theory: ωB97M-V with the def2-TZVPD basis set

```
126
Properties=species:S:1:pos:R:3:mulliken_spin:R:1
C -2.5064 -5.0256 -0.0263 0.071
C -2.5044 -3.6245 0.6018 -0.041
O -2.9312 -2.5969 0.1103 -0.026
N -1.9023 -3.5309 2.0028 -0.006
H -1.5756 -4.4522 2.2571 0.000
H -1.0280 -3.0262 1.9699 0.002
C -2.8528 -2.8488 3.0996 0.006
H -1.6073 -5.5970 0.2043 0.004
H -2.5569 -4.8805 -1.1054 -0.046
H -3.1962 -5.7765 0.3587 0.003
H -3.8082 -2.8169 2.5759 -0.001
H -2.3165 -1.9137 3.2608 -0.001
H -2.8759 -3.4071 4.0356 0.000
C -4.3949 -0.9058 -2.1883 0.270
C -5.8153 -1.0261 -2.6466 0.051
O -6.6430 -1.3575 -1.8711 -0.049
N -6.0926 -0.9313 -4.1691 0.453
H -5.3654 -0.3266 -4.5234 -0.052
H -5.9978 -1.8314 -4.6175 -0.339
C -7.4993 -0.3709 -4.3889 0.069
H -3.8721 -1.8167 -2.4800 0.023
H -4.3434 -0.7446 -1.1115 0.107
H -3.8753 -0.0535 -2.6264 0.067
H -7.7729 -0.5011 -5.4360 -0.098
H -7.5492 0.6662 -4.0572 0.019
H -8.2458 -0.9141 -3.8095 0.013
C 0.7441 0.2013 -4.7624 0.081
C 0.4585 -0.2888 -6.1809 0.026
O 0.9491 0.0820 -7.2405 -0.058
N -0.6139 -1.3588 -6.2423 0.122
H -0.4162 -2.3016 -5.9388 -0.181
H -1.4588 -1.0675 -5.7719 0.397
C -1.0826 -1.7238 -7.6427 0.333
H -0.1802 0.6594 -4.4104 -0.016
H 1.3843 1.0803 -4.6889 0.015
H 1.0279 -0.5893 -4.0677 -0.001
H -1.8287 -0.9878 -7.9421 -0.039
H -1.6606 -2.6419 -7.5375 -0.201
H -0.3056 -1.9207 -8.3814 0.005
C 7.4967 -4.6643 -0.6090 0.000
C 7.9582 -3.2006 -0.6923 0.000
O 9.0485 -2.9420 -1.1815 0.000
N 7.1844 -2.1045 -0.0338 0.000
H 7.0530 -2.3246 0.9431 0.000
H 7.6377 -1.2139 -0.1809 0.000
C 5.6585 -2.2711 -0.3631 0.000
H 7.1670 -4.8526 0.4128 0.000
H 8.2639 -5.3813 -0.9015 0.000
H 6.6554 -4.9078 -1.2578 0.000
H 5.5337 -2.3264 -1.4445 0.000
H 5.3284 -1.2338 -0.3067 0.000
H 5.1723 -3.0627 0.2070 0.000
C -4.9837 0.3888 3.7588 0.000
C -4.5177 1.1060 2.4801 0.009
O -4.5699 0.6861 1.3144 -0.002
N -3.7591 2.4506 2.8063 -0.002
H -3.2855 2.4974 3.6971 0.000
H -2.9201 2.3856 2.2477 0.000
C -4.4287 3.7161 2.2832 0.002
H -5.3211 -0.6136 3.4952 0.000
H -5.7266 0.9858 4.2878 0.000
H -4.0771 0.2075 4.3361 0.000
H -4.6283 3.4072 1.2572 0.000
H -3.7014 4.5279 2.2663 0.000
H -5.3576 3.9108 2.8192 0.000
C -1.3474 0.3835 -0.4984 -0.130
C 0.0577 -0.1154 -0.2953 -0.004
O 0.7739 -0.6701 -1.1251 0.004
N 0.6060 -0.2085 1.0979 0.006
H -0.0123 0.2580 1.7462 -0.001
H 0.5509 -1.1358 1.4943 0.000
C 2.1341 0.2293 1.1609 0.000
H -1.9593 -0.1884 0.1991 -0.012
H -1.6449 0.1159 -1.5123 0.130
H -1.3816 1.4633 -0.3535 -0.004
H 2.5926 0.0154 2.1264 0.000
H 2.0349 1.2914 0.9367 0.001
H 2.7911 -0.2062 0.4081 0.000
C 2.2935 4.7885 -0.5688 0.000
C 3.2612 5.5772 0.2686 0.000
O 4.3154 6.0381 -0.0685 0.000
N 2.7487 5.9834 1.6897 0.000
H 2.5262 5.1319 2.1853 0.000
H 3.5806 6.2735 2.1836 0.000
C 1.6217 7.0348 1.6227 0.000
H 2.1008 3.8156 -0.1166 0.000
H 2.8620 4.5690 -1.4726 0.000
H 1.3861 5.3336 -0.8286 0.000
H 1.0615 7.0720 0.6884 0.000
H 2.0862 7.9386 2.0170 0.000
H 0.8991 6.6986 2.3663 0.000
N 0.6447 -2.5908 2.3898 -0.003
S 1.9024 -3.4350 1.4702 0.028
O 2.1278 -4.8529 1.6520 -0.002
O 2.9779 -2.5113 1.0719 -0.004
F 0.9693 -3.4867 0.1478 -0.005
S 1.2762 -2.8056 3.7225 0.000
O 2.3756 -1.9610 4.0924 0.000
O 1.3504 -4.1962 4.1194 0.000
F 0.0182 -2.2793 4.6647 0.000
N -2.8446 4.9428 -2.9971 0.001
S -3.3888 3.5071 -2.2245 -0.029
O -3.7673 3.7715 -0.8040 0.015
O -2.8312 2.2248 -2.5416 0.024
F -4.7952 3.4860 -2.9581 0.002
S -1.3843 4.7705 -2.3771 -0.006
O -0.6458 3.5417 -2.8058 -0.003
O -1.0609 5.2793 -1.0897 0.001
F -0.7417 5.9633 -3.2599 0.000
N 7.0608 -2.2646 2.7118 0.000
S 6.0885 -0.9864 3.2737 0.000
O 6.4125 -0.5067 4.5678 0.000
O 4.8483 -0.8434 2.6280 0.000
F 6.8653 0.0963 2.3878 0.000
S 6.2815 -3.2142 3.5914 0.000
O 4.9477 -3.6044 3.2919 0.000
O 6.9621 -3.4420 4.8876 0.000
F 7.0631 -4.4876 2.7709 0.000
N -0.2833 3.5032 2.4796 0.001
O -0.7292 4.2395 3.3205 0.000
O 0.9673 3.3222 2.2959 0.000
O -1.0422 3.0115 1.6278 0.001
N -1.0630 0.9719 4.0695 0.000
O -1.4037 0.3720 2.9747 -0.002
O 0.0618 0.8484 4.4909 0.000
O -1.9280 1.4256 4.7526 0.000
```

HOMO-LUMO gap (alpha / beta): 3.288 / 7.514 eV
<S²>: 0.75
strongest force on any atom: 0.2393 hartree/bohr
2S+1: 2
charge: +1


No. 2
Formula: C7H10N7O
Source: the Open Molecules 2025 dataset
Level of theory: ωB97M-V with the def2-TZVPD basis set

```
25
Properties=species:S:1:pos:R:3:lowdin_charge:R:1
O -3.2915 -2.3244 0.4261 0.125
C -2.3209 -1.6578 0.1280 -0.475
N -2.3506 -0.6073 -0.8704 0.124
C -1.0374 -0.1496 -1.1105 -0.193
C -0.9699 1.3976 -1.3155 -0.037
N -0.3779 2.1484 -0.5045 0.076
C 0.3217 1.7861 0.6485 -0.152
N -0.2472 0.5416 1.3204 0.204
C -0.2735 -0.5868 0.2256 -0.301
C 1.2032 -0.8931 0.0081 -0.182
C 1.7700 -1.8913 -0.7920 -0.084
N 3.0535 -1.7782 -0.7094 0.091
N 3.2560 -0.7676 0.0740 -0.055
N 2.2267 -0.1814 0.5801 0.110
N -1.0401 -1.6835 0.5660 0.158
H -2.9422 -0.6628 -1.6582 0.143
H -0.3995 -0.7507 -1.9882 0.211
H -1.4868 1.6811 -2.2089 0.121
H 1.3083 1.7302 0.3182 0.093
H 0.1930 2.6788 1.4557 0.195
H 0.3745 0.3046 2.0372 0.141
H -1.1532 0.5955 1.6618 0.156
H 1.4535 -2.7119 -1.4403 0.137
H 4.2321 -0.5847 0.2987 0.189
H -0.8225 -2.3122 1.3685 0.207
```

HOMO-LUMO gap: 10.411 eV
strongest force on any atom: 0.0987 hartree/bohr
SMILES: O=C1N[C@H]2C=NC[NH2+][C@@]2(c2cn[nH]n2)N1
relative energy (zero: lowest compared OMol25 entry of this formula, charge and spin): 1.600 eV
charge: +1


No. 3
Formula: C3H8NO3
Source: the Open Molecules 2025 dataset
Level of theory: ωB97M-V with the def2-TZVPD basis set

```
15
Properties=species:S:1:pos:R:3:mulliken_spin:R:1
C -0.6328 1.5149 0.4739 1.549
C 0.3379 -0.8804 0.7596 0.074
C -0.2795 -0.9365 -0.5902 0.029
N 0.3721 -0.6314 -1.6805 0.038
O -0.0518 2.6769 0.5961 0.208
O 1.2783 0.1830 0.7247 0.000
O -1.4795 -1.3946 -0.7667 0.007
H -1.1391 1.3772 1.4580 0.104
H 0.7722 -1.8022 1.1460 0.021
H -0.4561 -0.4452 1.3138 -0.031
H 0.1424 2.9487 -0.3575 -0.002
H 1.2283 -0.1093 -1.6227 -0.003
H -0.0946 -0.6705 -2.5822 0.001
H 2.0239 0.0659 1.2135 0.002
H -2.0216 -1.8965 -0.0858 0.001
```

HOMO-LUMO gap (alpha / beta): 6.669 / 10.505 eV
<S²>: 2.00
strongest force on any atom: 0.0821 hartree/bohr
relative energy (zero: lowest compared OMol25 entry of this formula, charge and spin): 1.273 eV
2S+1: 3
charge: +1


No. 4
Formula: C17H21N3O4S
Source: the Open Molecules 2025 dataset
Level of theory: ωB97M-V with the def2-TZVPD basis set

```
46
Properties=species:S:1:pos:R:3:lowdin_charge:R:1
C 3.8058 0.6308 -1.9672 0.038
H 4.6221 0.3197 -2.6265 0.097
O 4.2212 0.3590 -0.5783 0.003
C 3.6006 0.9247 0.3468 -0.489
C 4.4248 1.0609 1.3543 0.073
C 3.8316 1.7624 2.6266 0.004
C 2.4650 2.2099 2.6231 -0.126
C 1.7740 1.6807 1.5814 -0.083
C 2.3609 1.1890 0.4386 -0.204
N 1.3531 0.9953 -0.7195 0.034
C 0.8414 -0.1852 -0.5875 -0.786
N 0.0570 -0.5498 -1.6025 0.101
C -0.4580 0.4071 -2.7439 -0.367
C -0.0023 1.7525 -2.4138 0.035
C 1.0961 1.9836 -1.5793 -0.381
O 1.6018 3.3029 -1.4100 -0.126
H -0.3522 2.5695 -3.3399 0.192
O -1.4325 0.2089 -3.4413 0.110
H -1.7449 -0.9289 -3.1196 0.308
S 1.1954 -1.3440 0.4167 1.128
C 0.1864 -2.7998 -0.3087 -0.123
H 0.2103 -3.3932 0.5481 0.057
H 0.4475 -3.0356 -1.1447 -0.031
C -1.3674 -2.1042 -0.3470 -0.543
O -1.9076 -2.8331 -1.2689 -0.062
N -1.8586 -1.6307 0.6440 0.108
H -1.1321 -1.3580 1.1837 0.076
C -3.1478 -1.0857 0.9424 -0.632
C -3.1076 -0.1158 2.1086 -0.013
H -4.1734 0.2339 2.2664 0.112
H -2.8885 -0.9949 3.0440 0.170
H -2.3175 0.4569 2.0606 0.002
C -4.1906 -2.1485 0.8574 -0.049
H -4.0688 -2.6969 -0.2363 0.149
H -5.1274 -1.7122 0.8630 0.036
H -4.0106 -2.8410 1.8504 0.141
C -3.3721 -0.2200 -0.3896 -0.017
H -4.5017 0.6524 -0.1571 0.188
H -3.4296 -0.5887 -1.2550 -0.054
H -2.5969 0.8288 -0.2737 0.154
H 0.5073 2.1440 1.5086 0.218
H 2.0181 2.6699 3.7205 0.173
H 4.4832 1.9070 3.5516 0.105
H 5.4646 1.0015 1.3902 0.100
H 3.6346 1.5483 -2.1309 0.012
H 2.9857 -0.2337 -2.2857 0.161
```

HOMO-LUMO gap: 8.534 eV
strongest force on any atom: 0.3059 hartree/bohr
relative energy (zero: lowest compared OMol25 entry of this formula, charge and spin): 19.039 eV


No. 5
Formula: C38H49BN10O6S3Sc
Source: the Open Molecules 2025 dataset
Level of theory: ωB97M-V with the def2-TZVPD basis set

```
108
Properties=species:S:1:pos:R:3:lowdin_charge:R:1
Sc 1.0693 0.7213 -0.9992 0.892
C -2.7335 1.8459 -3.7787 -0.048
C -2.8509 2.0469 -2.3033 -0.241
C -3.3439 3.1902 -1.7738 0.073
C -3.3558 3.3808 -0.3689 -0.197
N -2.9478 2.4448 0.4285 0.198
N -2.4800 1.2867 -0.0939 0.027
B -2.3662 0.2513 1.0602 -0.809
N -3.6480 -0.6561 1.0367 0.004
N -4.9207 -0.3574 0.8674 0.224
C -5.7300 -1.3858 0.7271 -0.175
C -5.2310 -2.7145 0.7352 0.092
C -3.8984 -2.9941 0.8751 -0.201
C -3.2995 -4.3646 0.8368 -0.019
C -3.0911 -1.8582 1.0235 -0.473
S -1.3939 -1.4982 1.1205 0.952
C -7.1992 -1.0449 0.4975 -0.547
C -7.6546 -0.0073 1.5286 -0.046
C -8.0830 -2.2880 0.6077 -0.059
C -7.3209 -0.4514 -0.9150 -0.034
N -2.1216 0.9417 2.3968 -0.021
N -3.2341 1.0668 3.1435 0.198
C -3.1274 1.6484 4.2996 -0.206
C -1.8667 2.1131 4.7600 0.066
C -0.7505 1.9909 4.0026 -0.228
C 0.5883 2.4603 4.4810 -0.050
C -0.8995 1.3757 2.7137 -0.582
S 0.4388 1.1783 1.6813 0.814
C -4.3814 1.7947 5.1453 -0.547
C -5.6228 1.3818 4.3584 -0.061
C -4.5288 3.2611 5.5785 -0.035
C -4.2311 0.8980 6.3822 -0.033
C -2.3580 1.0431 -1.4044 -0.638
S -1.5665 -0.3643 -1.9402 0.706
C -3.9054 4.6418 0.2859 -0.536
C -3.6071 5.8741 -0.5757 -0.041
C -3.2824 4.8317 1.6711 -0.045
C -5.4235 4.4544 0.4263 -0.030
H -3.2678 2.6291 -4.3148 0.087
H -3.1124 0.8685 -4.0763 0.074
H -1.6788 1.8754 -4.0606 0.093
H -3.6972 3.9776 -2.4276 0.131
H -5.9252 -3.5346 0.6117 0.121
H -4.0684 -5.1340 0.8313 0.088
H -2.6501 -4.5248 1.6993 0.092
H -2.6886 -4.4766 -0.0622 0.094
H -7.6057 -0.4131 2.5426 0.087
H -8.6898 0.2726 1.3245 0.092
H -7.0357 0.8896 1.4883 0.067
H -7.9596 -2.7910 1.5706 0.094
H -7.8875 -3.0075 -0.1912 0.086
H -9.1289 -1.9912 0.5236 0.093
H -6.7264 0.4601 -1.0013 0.081
H -8.3642 -0.2069 -1.1243 0.092
H -6.9783 -1.1598 -1.6738 0.091
H -1.7935 2.5673 5.7403 0.127
H 0.4823 3.0445 5.3933 0.086
H 1.0900 3.0581 3.7205 0.067
H 1.2377 1.6047 4.6810 0.097
H -5.7474 1.9956 3.4633 0.076
H -6.5024 1.5085 4.9923 0.093
H -5.5694 0.3401 4.0379 0.073
H -4.5724 3.9263 4.7128 0.084
H -3.7087 3.5877 6.2202 0.080
H -5.4541 3.3811 6.1447 0.092
H -4.1819 -0.1554 6.0962 0.092
H -5.0887 1.0332 7.0444 0.092
H -3.3297 1.1393 6.9511 0.083
H -2.5483 5.9310 -0.8347 0.083
H -3.8786 6.7748 -0.0222 0.090
H -4.1888 5.8794 -1.4996 0.081
H -2.1962 4.9384 1.5982 0.091
H -3.4957 3.9826 2.3226 0.057
H -3.6895 5.7367 2.1274 0.090
H -5.9006 4.3500 -0.5520 0.088
H -5.8656 5.3195 0.9264 0.091
H -5.6470 3.5601 1.0148 0.076
O 3.6022 5.5661 1.8684 0.100
C 3.1222 4.5833 1.0857 -0.265
C 2.0097 4.7583 0.2551 0.091
C 1.6043 3.6803 -0.4905 -0.168
N 2.2416 2.5183 -0.4495 0.047
C 3.2654 2.3356 0.3773 -0.178
C 3.7563 3.3422 1.1680 0.100
C 3.6823 0.8785 0.4356 -0.546
O 4.7233 0.5280 0.9271 0.118
O 2.7543 0.1136 -0.0986 -0.164
C 0.3259 3.5862 -1.2956 -0.518
O -0.3407 4.5592 -1.5586 0.106
O 0.0638 2.3403 -1.5993 -0.150
H 3.1059 6.3825 1.7301 0.123
H 1.4588 5.6903 0.2083 0.138
H 4.5839 3.1718 1.8426 0.145
C 2.5679 -4.7754 -2.6390 -0.003
N 2.1069 -3.4115 -2.4623 -0.069
C 2.4470 -2.3023 -3.3440 0.014
C 1.7891 -1.1718 -2.5994 -0.469
O 1.8043 0.0371 -2.8988 0.000
N 1.1870 -1.6067 -1.4872 0.085
C 1.4320 -2.9218 -1.4162 -0.360
N 1.0151 -3.6535 -0.3907 0.244
H 2.6844 -4.9698 -3.7022 0.100
H 1.8254 -5.4773 -2.2605 0.091
H 3.5230 -4.9493 -2.1413 0.103
H 2.0328 -2.4187 -4.3458 0.154
H 3.5239 -2.1399 -3.4130 0.158
H 0.5265 -3.1753 0.3507 0.063
H 1.3081 -4.6042 -0.2606 0.117
```

HOMO-LUMO gap: 7.342 eV
strongest force on any atom: 0.0186 hartree/bohr
relative energy (zero: lowest compared OMol25 entry of this formula, charge and spin): 0.309 eV
charge: +1